{
  "formula": "C7H17N",
  "method": "wB97M-V/def2-TZVPD",
  "lumo_ev": 0.539,
  "total_energy_ha": -331.52086,
  "total_charge": 0,
  "de_lowest_kj_mol": 393.9,
  "orbital_gap_ha": 0.310,
  "multiplicity": 1,
  "homo_energy_ev": -7.895,
  "smiles": "CC(C)/C=N/C(C)C.[H][H]",
  "species": ["C", "C", "C", "C", "N", "C", "C", "C", "H", "H", "H", "H", "H", "H", "H", "H", "H", "H", "H", "H", "H", "H", "H", "H", "H"],
  "positions_angstrom": [[-1.649263, -1.353821, -1.041584], [-1.560120, -0.207984, -0.025912], [-2.044386, 1.120969, -0.610086], [-0.257827, -0.123237, 0.687509], [0.387399, 0.939742, 1.037773], [1.634367, 0.653357, 0.166827], [1.559152, 0.743151, -1.347855], [2.537534, -0.531167, 0.584393], [-2.655845, -1.302593, -1.443743], [-1.540275, -2.331730, -0.566268], [-0.957086, -1.257451, -1.870782], [-2.306644, -0.512556, 0.728169], [-2.200912, 1.891546, 0.144896], [-2.957702, 0.956471, -1.180304], [-1.295480, 1.509866, -1.291804], [0.020643, -1.101274, 1.145895], [2.259739, 1.502630, 0.454839], [0.897540, -0.025769, -1.755159], [1.187107, 1.705293, -1.704939], [2.540800, 0.566729, -1.776812], [2.360103, -0.732036, 1.643193], [3.580528, -0.284786, 0.432932], [2.288506, -1.433451, 0.025804], [-0.933723, -0.550960, 3.887184], [-0.894149, 0.159052, 3.675828]],
  "atomic_forces_ev_per_a": [[-0.0136, 0.0592, 0.2454], [-1.4176, 0.4298, 0.6248], [0.3339, -0.1576, -0.0645], [-1.1046, 0.1146, 1.8720], [-0.3416, -0.9239, -3.5039], [3.0280, 1.1367, 2.1302], [-1.1994, -0.1681, -0.1231], [-1.1781, -0.2744, 0.2192], [-0.1135, -0.1550, -0.1994], [0.1899, 0.0886, -0.0754], [0.2018, -0.0094, -0.0940], [0.1538, 0.0706, 0.2055], [-0.0240, -0.1773, 0.0430], [-0.1091, 0.0839, 0.0844], [0.1374, 0.1174, -0.1931], [0.7959, -0.2519, -1.1682], [-0.1188, 0.2005, -0.0309], [0.0073, -0.0658, -0.0824], [0.0312, 0.0075, 0.1345], [0.2214, 0.0744, 0.0929], [0.2257, -0.0541, -0.0140], [0.1529, 0.0178, -0.1045], [0.1489, -0.1506, -0.0103], [-0.0285, -0.0133, 0.0313], [0.0208, 0.0002, -0.0195]],
  "lowdin_charge": [-0.067, -0.403, -0.068, -0.228, 0.069, -0.438, -0.071, -0.085, 0.075, 0.081, 0.065, 0.142, 0.079, 0.074, 0.064, 0.126, 0.117, 0.061, 0.078, 0.079, 0.077, 0.072, 0.069, 0.017, 0.015]
}

---

{
  "formula": "C7H17N",
  "method": "wB97M-V/def2-TZVPD",
  "lumo_ev": 1.089,
  "total_energy_ha": -331.63854,
  "total_charge": 0,
  "de_lowest_kj_mol": 85.0,
  "orbital_gap_ha": 0.351,
  "multiplicity": 1,
  "homo_energy_ev": -8.456,
  "smiles": "CCCCNC(C)C",
  "species": ["C", "C", "C", "C", "N", "C", "C", "C", "H", "H", "H", "H", "H", "H", "H", "H", "H", "H", "H", "H", "H", "H", "H", "H", "H"],
  "positions_angstrom": [[-1.642508, -0.728953, -2.840797], [-1.511745, -1.614601, -1.581872], [-0.139394, -1.668055, -0.955539], [0.419207, -0.348949, -0.437665], [-0.103812, -0.049688, 0.904901], [0.711658, 0.711086, 1.878823], [2.178318, 0.938325, 1.519842], [0.000912, 2.027890, 2.232424], [-0.992702, 0.142672, -2.788491], [-2.667333, -0.392622, -2.952056], [-1.328150, -1.267989, -3.714753], [-1.953836, -2.574668, -1.826622], [-2.198354, -1.141561, -0.873871], [0.585685, -2.016444, -1.712421], [-0.061547, -2.432580, -0.182575], [0.197894, 0.465151, -1.135917], [1.497784, -0.425937, -0.409905], [-0.971328, 0.462090, 0.805011], [0.720377, 0.103233, 2.778617], [2.783987, 1.162943, 2.392361], [2.307572, 1.680580, 0.734945], [2.556052, -0.027943, 1.170051], [-0.020722, 2.663921, 1.350119], [0.581764, 2.578790, 2.973557], [-0.949775, 1.753309, 2.671835]],
  "atomic_forces_ev_per_a": [[0.5708, -0.1653, 0.5628], [-0.9989, 1.2956, -0.0709], [1.1144, -0.5987, -0.9704], [-0.4922, 0.0915, 0.4844], [0.2273, 0.3617, -0.2777], [0.0293, 0.4402, 0.3366], [-0.3348, -1.0571, -0.3766], [1.0927, -0.5862, 0.1090], [-0.1042, 0.1752, 0.0901], [-0.1163, 0.0180, -0.1979], [0.0152, -0.3028, -0.5851], [0.2433, -0.3717, 0.2114], [-0.0288, -0.2733, 0.3619], [-0.2392, 0.0414, -0.1003], [-0.2524, 0.1665, 0.2574], [0.0413, -0.0187, -0.1175], [0.1271, -0.0685, 0.1090], [-0.0590, -0.2033, -0.0483], [0.0481, -0.1003, 0.3489], [-0.1621, 0.3908, 0.1386], [0.1125, 0.0925, -0.0191], [0.2751, 0.2351, -0.1127], [-0.5682, 0.0339, -0.1112], [-0.0541, -0.0667, 0.1786], [-0.4867, 0.4703, -0.2010]],
  "lowdin_charge": [-0.106, -0.261, -0.219, -0.236, -0.026, -0.454, -0.078, -0.071, 0.054, 0.067, 0.060, 0.099, 0.097, 0.111, 0.109, 0.105, 0.090, 0.091, 0.117, 0.077, 0.082, 0.067, 0.079, 0.074, 0.072]
}

---

{
  "formula": "C7H17N",
  "method": "wB97M-V/def2-TZVPD",
  "lumo_ev": [-2.757, -7.370],
  "total_energy_ha": -331.30549,
  "total_charge": 1,
  "de_lowest_kj_mol": 128.9,
  "orbital_gap_ha": [0.411, 0.242],
  "multiplicity": 2,
  "homo_energy_ev": [-13.954, -13.951],
  "species": ["C", "C", "C", "C", "C", "N", "C", "C", "H", "H", "H", "H", "H", "H", "H", "H", "H", "H", "H", "H", "H", "H", "H", "H", "H"],
  "positions_angstrom": [[-0.903010, -0.248561, 0.408864], [-1.218948, 0.255778, -1.001376], [-0.793826, -0.639303, -2.181926], [-1.892299, -1.396576, -2.835069], [0.546906, -0.372422, 0.828215], [1.092673, 0.756011, 1.615130], [1.397362, 0.441513, 2.985380], [2.028477, 1.582969, 0.841801], [-1.338006, 0.415311, 1.171396], [-1.443208, -1.180912, 0.612898], [-1.100980, 1.317652, -1.066231], [-2.314339, 0.439568, -1.115370], [0.047480, -1.271940, -1.858714], [-0.225004, -0.055385, -2.934156], [-2.617856, -1.884413, -2.215863], [-2.617459, -0.625293, -3.208920], [-1.503919, -1.936712, -3.692645], [1.291839, -0.631847, 0.069079], [0.550250, -1.309104, 1.391965], [1.468307, -0.651471, 3.204183], [0.543961, 0.692835, 3.624410], [2.349109, 0.845824, 3.264698], [2.591097, 2.225760, 1.514828], [1.338213, 2.260499, 0.304209], [2.723178, 0.970211, 0.273226]],
  "atomic_forces_ev_per_a": [[-1.3538, 0.7830, -0.1417], [-1.8837, 0.0633, -0.0926], [2.2191, 0.9826, 0.7187], [-1.4544, 1.8006, -1.1788], [0.0873, -1.3977, 0.0329], [1.9081, -2.7054, -0.8058], [-0.5297, -0.9615, 0.7662], [-1.3163, 1.4739, 1.2026], [-0.1789, 0.0997, -0.3335], [0.4939, -0.1054, -0.2632], [1.7501, 0.8243, -0.3618], [0.1139, -1.1680, 0.5194], [-0.3944, -0.4059, 0.2880], [-0.7369, 0.0723, 0.1428], [0.3925, -1.2248, 0.7268], [0.7786, -0.3396, -0.3948], [-0.3858, -0.4714, 0.1266], [-0.3832, 0.6590, -0.5081], [0.2606, 0.5651, 0.8068], [-0.0903, 0.5434, -0.8541], [0.2005, 0.6337, 0.1298], [0.1122, 0.8025, 0.4113], [0.0183, -0.0885, 0.1232], [0.7411, -0.4051, -0.6705], [-0.3686, -0.0301, -0.3902]],
  "lowdin_charge": [-0.165, -0.206, -0.279, -0.114, -0.154, -0.051, 0.006, 0.028, 0.125, 0.130, 0.095, 0.125, 0.099, 0.119, 0.071, 0.095, 0.082, 0.137, 0.131, 0.131, 0.133, 0.102, 0.104, 0.134, 0.123]
}

---

{
  "formula": "C7H17N2",
  "method": "wB97M-V/def2-TZVPD",
  "lumo_ev": -3.274,
  "total_energy_ha": -386.11138,
  "total_charge": 1,
  "de_lowest_kj_mol": 185.6,
  "orbital_gap_ha": 0.362,
  "multiplicity": 1,
  "homo_energy_ev": -13.118,
  "smiles": "C=C(C)[C@@H](C)[C@H](N)C[NH3+]",
  "species": ["C", "C", "C", "C", "C", "C", "N", "C", "N", "H", "H", "H", "H", "H", "H", "H", "H", "H", "H", "H", "H", "H", "H", "H", "H", "H"],
  "positions_angstrom": [[2.072802, -0.879216, 0.838659], [1.518764, -0.049127, 0.050122], [1.961937, 0.230713, -1.320058], [0.251938, 0.602775, 0.529124], [0.352250, 2.097257, 0.810553], [-0.980942, 0.412498, -0.458829], [-2.320362, 0.782554, 0.080131], [-1.068057, -1.155996, -0.702873], [-1.594144, -1.671821, 0.609390], [1.779582, -1.047979, 1.853416], [2.909161, -1.528602, 0.561864], [1.658087, 1.155596, -1.705349], [3.034828, 0.068516, -1.648063], [1.485983, -0.439650, -2.038360], [0.005759, 0.037532, 1.413655], [1.053534, 2.698253, 0.172237], [0.519530, 2.381335, 1.855088], [-0.663658, 2.587520, 0.577742], [-0.802063, 0.855844, -1.396922], [-2.494538, 0.504961, 1.029362], [-2.642783, 1.713557, -0.228551], [-0.198438, -1.563537, -1.000644], [-1.898950, -1.405384, -1.288021], [-0.899434, -1.454148, 1.309356], [-1.753717, -2.606616, 0.465121], [-2.486732, -1.080205, 0.710656]],
  "atomic_forces_ev_per_a": [[2.6631, -3.3423, 1.8726], [-1.6429, 2.0012, -1.5720], [1.4724, -1.5048, -2.0331], [-0.9792, 1.3095, -1.1416], [-1.3951, 2.1070, -0.3796], [-0.1432, -2.7612, 1.8316], [1.0165, 0.3099, -1.7160], [-2.8900, 3.3932, 1.7638], [0.0651, 3.2576, -0.6146], [-0.5257, 0.0168, 0.4997], [0.0196, 0.5705, -0.1023], [-0.2622, 1.7724, -0.1551], [-0.9606, 0.3314, 1.2252], [-0.4238, -0.3906, 0.0472], [-0.2210, 0.3643, 0.8103], [-0.3015, -1.0069, 0.5114], [0.3185, -0.3591, -0.2005], [1.3850, -0.6764, 0.4084], [0.0546, 0.8611, -1.0055], [0.0965, 1.3382, 0.4175], [0.1054, -0.9910, 0.8606], [2.8956, -1.7017, -0.6703], [-0.7690, -0.0554, -1.8106], [-0.0248, -0.4051, 0.7210], [-0.7357, -3.0016, 0.4077], [1.1825, -1.4370, 0.0243]],
  "lowdin_charge": [0.056, -0.387, -0.040, -0.311, -0.038, -0.267, 0.045, -0.060, 0.203, 0.074, 0.095, 0.063, 0.125, 0.086, 0.100, 0.104, 0.085, 0.091, 0.137, 0.073, 0.118, 0.084, 0.121, 0.139, 0.132, 0.171]
}

---

no.,M (g mol⁻¹)
1,115.2
2,115.2
3,115.2
4,129.2